Record 1
{
  "formula": "C21H36N4SiTeTi",
  "method": "ωB97M-V/def2-TZVPD",
  "e_above_lowest_ev": 1.6978,
  "homo_energy_ev": [-5.425, -6.805],
  "spin_multiplicity": 3,
  "s_squared": 2.01,
  "homo_lumo_gap_ha": [0.2041, 0.2523],
  "species": ["Ti", "C", "C", "C", "C", "C", "C", "N", "N", "Si", "C", "C", "C", "H", "H", "H", "H", "H", "H", "H", "H", "H", "H", "H", "H", "H", "H", "H", "N", "C", "C", "C", "N", "H", "H", "H", "H", "H", "H", "H", "H", "H", "H", "C", "C", "C", "C", "C", "C", "Te", "C", "C", "C", "H", "H", "H", "H", "H", "H", "H", "H", "H", "H", "H"],
  "coordinates": [[0.370, -1.018, 0.033], [0.913, 1.116, -2.675], [-0.369, 0.335, -2.633], [-1.426, 0.465, -3.522], [-2.592, -0.268, -3.287], [-2.672, -1.134, -2.208], [-1.551, -1.280, -1.385], [-0.445, -0.522, -1.616], [-1.341, -2.099, -0.342], [-2.418, -2.771, 0.800], [-4.092, -1.867, 0.937], [-2.711, -4.633, 0.466], [-1.423, -2.617, 2.434], [0.779, 2.099, -3.118], [1.673, 0.578, -3.245], [1.276, 1.236, -1.643], [-1.341, 1.123, -4.374], [-3.445, -0.161, -3.944], [-3.559, -1.710, -2.005], [-4.776, -2.218, 0.169], [-3.959, -0.795, 0.806], [-4.569, -2.029, 1.898], [-2.924, -4.807, -0.583], [-3.557, -4.992, 1.039], [-1.845, -5.229, 0.737], [-1.973, -2.071, 3.194], [-0.504, -2.056, 2.222], [-1.146, -3.582, 2.847], [2.072, -1.046, 1.167], [2.884, -2.216, 1.491], [2.187, -3.501, 1.034], [2.251, -3.638, -0.488], [1.381, -2.642, -1.087], [2.640, -0.203, 1.051], [1.399, -0.852, 1.929], [3.076, -2.266, 2.573], [3.852, -2.143, 0.980], [1.135, -3.476, 1.348], [2.661, -4.367, 1.499], [1.963, -4.664, -0.765], [3.281, -3.473, -0.831], [0.400, -2.928, -0.964], [1.562, -2.528, -2.082], [1.945, 6.473, -0.005], [1.385, 5.106, 0.250], [0.223, 4.675, -0.369], [-0.351, 3.446, -0.080], [-1.612, 3.053, -0.795], [0.234, 2.607, 0.877], [-0.841, 0.855, 1.530], [1.433, 3.014, 1.470], [2.193, 2.191, 2.475], [1.993, 4.245, 1.147], [1.427, 6.959, -0.828], [3.006, 6.427, -0.246], [1.832, 7.093, 0.885], [-0.258, 5.326, -1.085], [-1.794, 3.699, -1.652], [-2.471, 3.127, -0.127], [-1.555, 2.022, -1.146], [3.092, 1.765, 2.017], [1.569, 1.393, 2.885], [2.522, 2.820, 3.302], [2.909, 4.554, 1.637]]
}


Record 2
{
  "formula": "C4H13N2S",
  "method": "ωB97M-V/def2-TZVPD",
  "total_charge": 1,
  "e_above_lowest_ev": 5.6186,
  "homo_energy_ev": [-11.982, -11.982],
  "homo_lumo_gap_ha": [0.3101, 0.3101],
  "species": ["C", "C", "C", "C", "N", "N", "S", "H", "H", "H", "H", "H", "H", "H", "H", "H", "H", "H", "H", "H"],
  "coordinates": [[2.626, -0.548, 0.608], [-1.333, -0.020, 1.674], [-1.756, 0.395, -0.748], [0.436, 0.124, -0.108], [1.366, -0.710, 0.408], [-0.955, -0.319, 0.291], [0.668, 1.888, 0.238], [1.083, -1.010, -3.347], [2.962, 0.427, 0.596], [3.359, -1.417, 0.741], [-1.031, -0.825, 2.243], [-0.930, 1.050, 1.782], [-2.354, -0.047, 1.908], [-1.928, 1.357, -0.481], [-1.340, 0.529, -1.768], [-2.826, 0.078, -0.799], [1.427, -0.358, -2.998], [1.163, -1.651, 0.537], [-0.890, -1.289, 0.235], [0.254, 2.349, -1.011]]
}


Record 3
{
  "formula": "C4H8S",
  "method": "ωB97M-V/def2-TZVPD",
  "e_above_lowest_ev": 2.6967,
  "homo_energy_ev": -9.126,
  "homo_lumo_gap_ha": 0.3675,
  "smiles": "C=C[C@@H](C)S",
  "species": ["C", "C", "C", "C", "S", "H", "H", "H", "H", "H", "H", "H", "H"],
  "coordinates": [[-1.997, -1.500, -0.092], [-0.849, -0.706, 0.003], [0.670, 0.031, -0.493], [0.734, 1.521, -0.034], [2.109, -0.928, 0.104], [-2.701, -1.644, 0.686], [-2.223, -1.980, -1.061], [-0.768, -0.154, 1.021], [0.580, 0.207, -1.588], [0.777, 1.631, 0.972], [-0.107, 2.125, -0.620], [1.593, 2.057, -0.340], [2.182, -0.660, 1.442]]
}


Record 4
{
  "formula": "C13H28N4O7Pb",
  "method": "ωB97M-V/def2-TZVPD",
  "homo_energy_ev": [-7.452, -7.658],
  "homo_lumo_gap_ha": [0.2538, 0.2585],
  "species": ["O", "H", "Pb", "N", "N", "N", "N", "O", "O", "O", "O", "C", "C", "C", "C", "C", "H", "H", "H", "C", "H", "H", "H", "C", "C", "H", "H", "H", "H", "H", "H", "H", "H", "C", "H", "H", "H", "O", "H", "H", "C", "C", "C", "O", "C", "H", "H", "H", "H", "H", "H", "H", "H"],
  "coordinates": [[-0.696, 3.315, -2.074], [-0.455, 3.682, -2.943], [-0.951, 0.396, -1.055], [-1.549, 1.943, 0.715], [0.964, 1.494, 0.860], [-1.256, -1.664, -2.012], [1.225, -1.195, -0.997], [-2.794, 2.059, 0.511], [-2.563, -1.890, -2.433], [2.285, -1.181, -0.153], [2.191, 1.167, 1.043], [0.581, 2.742, 1.275], [-0.799, 3.003, 1.136], [-0.351, -2.630, -2.115], [1.000, -2.402, -1.527], [-1.464, 4.298, 1.321], [-1.694, 4.775, 0.356], [-0.822, 4.973, 1.890], [-2.410, 4.154, 1.860], [1.562, 3.717, 1.806], [2.173, 4.141, 0.994], [2.233, 3.213, 2.515], [1.041, 4.532, 2.314], [-0.776, -3.961, -2.682], [1.985, -3.556, -1.515], [-1.690, -3.760, -3.288], [-1.045, -4.637, -1.833], [0.027, -4.425, -3.295], [2.888, -3.224, -0.977], [2.248, -3.846, -2.554], [1.534, -4.430, -1.002], [-2.832, -0.875, -2.574], [2.219, -0.264, 0.285], [1.312, 2.530, -3.507], [0.972, 3.425, -4.038], [1.162, 1.499, -3.903], [1.840, 2.598, -2.518], [-2.634, 0.613, -2.418], [-1.575, 2.892, -2.176], [-2.406, 0.879, -3.376], [0.028, -2.873, 3.333], [-0.074, -1.474, 3.964], [-0.324, -0.527, 2.778], [0.028, -1.223, 1.559], [0.184, -2.621, 1.828], [0.871, -3.448, 3.736], [-0.892, -3.438, 3.509], [0.866, -1.193, 4.456], [-0.887, -1.398, 4.705], [-1.376, -0.210, 2.704], [0.300, 0.376, 2.817], [1.170, -2.922, 1.460], [-0.576, -3.153, 1.237]]
}


Record 5
{
  "formula": "C2H5O",
  "method": "ωB97M-V/def2-TZVPD",
  "total_charge": -1,
  "e_above_lowest_ev": 0.1503,
  "homo_energy_ev": -1.896,
  "homo_lumo_gap_ha": 0.2572,
  "smiles": "CC[O-]",
  "species": ["C", "C", "O", "H", "H", "H", "H", "H"],
  "coordinates": [[-0.577, -0.192, -0.475], [0.592, 0.207, 0.443], [1.215, -0.878, 0.957], [-0.924, 0.576, -1.196], [-1.341, -0.442, 0.267], [-0.379, -1.079, -1.066], [1.232, 0.919, -0.155], [0.181, 0.889, 1.225]]
}


Record 6
{
  "formula": "C6H30NO8",
  "method": "ωB97M-V/def2-TZVPD",
  "total_charge": 1,
  "e_above_lowest_ev": 0.5556,
  "homo_energy_ev": -11.562,
  "homo_lumo_gap_ha": 0.3261,
  "species": ["C", "C", "C", "C", "C", "C", "N", "H", "H", "H", "H", "H", "H", "H", "H", "H", "H", "H", "H", "H", "H", "H", "H", "O", "H", "H", "O", "H", "H", "O", "H", "H", "O", "H", "H", "O", "H", "H", "O", "H", "H", "O", "H", "H", "O"],
  "coordinates": [[-1.146, -0.413, -0.137], [-1.216, 0.753, -1.134], [-2.052, 0.365, -2.340], [-1.537, -0.227, -3.412], [-0.220, -0.943, -3.513], [-3.457, 0.897, -2.428], [0.052, -0.167, 0.768], [-1.077, -1.397, -0.593], [-2.084, -0.477, 0.419], [-1.779, 1.559, -0.661], [-0.225, 1.099, -1.406], [-2.079, -0.409, -4.336], [-0.216, -2.022, -3.656], [0.450, -0.523, -4.269], [0.329, -0.791, -2.573], [-4.110, 0.308, -1.769], [-3.913, 0.666, -3.393], [-3.628, 1.958, -2.261], [0.847, -0.369, 0.171], [0.011, 0.847, 0.997], [-0.043, -0.808, 1.553], [2.755, 1.941, -0.392], [2.461, 1.404, 0.978], [2.285, 1.196, 0.051], [3.196, -1.107, 1.898], [3.569, -1.199, 3.439], [2.874, -1.012, 2.801], [-2.922, -2.906, 1.409], [-3.927, -2.794, 2.479], [-3.720, -2.402, 1.617], [3.115, 4.217, -1.300], [2.250, 3.266, -2.190], [2.400, 3.573, -1.289], [1.549, -0.028, 3.502], [0.369, -0.949, 3.723], [0.617, -0.012, 3.806], [0.686, -2.890, 3.340], [-0.615, -3.032, 4.042], [-0.252, -2.677, 3.219], [0.387, 3.144, 1.990], [0.242, 1.985, 2.931], [0.347, 2.179, 1.984], [2.852, -0.137, -0.781], [3.628, -0.710, -1.959], [2.945, -0.958, -1.325]]
}


| no. | F_max (eV/Å) | M (g mol⁻¹) |
| --- | --- | --- |
| 1 | 3.35 | 548.1 |
| 2 | 3.71 | 121.2 |
| 3 | 5.26 | 88.2 |
| 4 | 3.76 | 559.6 |
| 5 | 1.01 | 45.1 |
| 6 | 2.67 | 244.3 |